<one>
DFT (ωB97M-V with the def2-TZVPD basis set) results for an isolated molecule of C5H4.

XYZ file:
```
9
Properties=species:S:1:pos:R:3
C 2.14419 -0.69954 0.27397
C 1.20893 -0.10392 -0.20686
C 0.04976 0.76295 -0.23965
C -1.24129 0.07641 0.00004
C -2.30613 -0.47360 0.14857
H 2.87814 -1.45117 0.16963
H 0.57450 1.32602 0.55908
H -0.05018 1.50073 -1.03904
H -3.25791 -0.93788 0.33427
```

Calculated values
HOMO energy = -0.36033 Ha
net charge = 0
lowest unoccupied orbital energy = 0.89 eV
frontier orbital gap = 10.6978 eV

<two>
DFT (ωB97M-V with the def2-TZVPD basis set) results for an isolated molecule of C5H4.

XYZ file:
```
9
Properties=species:S:1:pos:R:3
C -2.24054 -0.60464 -0.00762
C -1.16759 -0.13680 -0.05187
C 0.08953 0.64496 0.04808
C 1.30632 0.12988 -0.23299
C 2.30316 -0.67337 -0.00959
H -3.47970 -0.88017 -0.18658
H 0.11605 1.17723 0.96133
H -0.20401 1.61049 -0.67753
H 3.27678 -1.26757 0.15676
```

Calculated values
HOMO energy = -0.34985 Ha
net charge = 0
lowest unoccupied orbital energy = 0.93 eV
frontier orbital gap = 10.4482 eV

<three>
DFT (ωB97M-V with the def2-TZVPD basis set) results for a cluster of 2 separate species, C5H4 in total.

XYZ file:
```
9
Properties=species:S:1:pos:R:3
C -1.32981 -0.01054 0.02617
C 0.86890 -0.67268 0.00825
C 0.82184 0.81900 0.01628
C -0.09039 0.01433 0.87934
C -0.10461 0.03416 -0.83762
H -1.92454 -0.91765 0.01937
H -1.93665 0.89071 0.03724
H 2.24026 -1.82601 -0.17642
H 1.45500 1.66868 0.02740
```

Calculated values
HOMO energy = -0.35991 Ha
net charge = 0
lowest unoccupied orbital energy = -0.19 eV
frontier orbital gap = 9.6003 eV

<four>
DFT (ωB97M-V with the def2-TZVPD basis set) results for an isolated molecule of C5H4.

XYZ file:
```
9
Properties=species:S:1:pos:R:3
C -0.86178 -0.17863 2.11320
C -0.70461 -0.10046 0.92366
C -0.40704 -0.51877 -0.42515
C 0.69016 0.25365 -1.08074
C 1.55545 0.91250 -1.61046
H -1.10132 0.15251 3.08389
H -0.24009 -1.54834 0.14548
H -1.29978 -0.42337 -1.08143
H 2.36901 1.45090 -2.06846
```

Calculated values
HOMO energy = -0.35769 Ha
net charge = 0
lowest unoccupied orbital energy = 0.87 eV
frontier orbital gap = 10.6017 eV

Most stable: <one>. Least stable: <three>.

<one>
DFT (ωB97M-V with the def2-TZVPD basis set) results for a structure of composition C5H4.

XYZ file:
```
9
Properties=species:S:1:pos:R:3
C -0.29896 0.70950 2.13326
C -0.33798 0.04396 1.11368
C 0.15965 -0.72588 0.01981
C 0.14650 -0.13821 -1.32342
C 0.11871 0.33896 -2.43376
H -0.83157 1.19686 2.90491
H 0.98563 -0.39985 0.97338
H -0.02892 -1.80662 0.02405
H 0.08694 0.78127 -3.41190
```

Calculated values
HOMO energy = -0.32268 Ha
net charge = 0
lowest unoccupied orbital energy = 0.82 eV
frontier orbital gap = 9.5960 eV

<two>
DFT (ωB97M-V with the def2-TZVPD basis set) results for an isolated molecule of C5H4.

XYZ file:
```
9
Properties=species:S:1:pos:R:3
C 0.24800 -3.05605 0.69458
C 0.45023 -1.89361 0.45286
C 0.40633 -0.55134 0.17517
C 0.10262 0.59071 -0.06054
C -0.25459 1.96630 -0.34799
H -0.40127 -3.87069 0.87112
H -0.90801 2.36362 0.43477
H -0.77790 2.03080 -1.30678
H 0.65145 2.57443 -0.39649
```

Calculated values
HOMO energy = -0.34178 Ha
net charge = 0
lowest unoccupied orbital energy = 0.94 eV
frontier orbital gap = 10.2377 eV

<three>
DFT (ωB97M-V with the def2-TZVPD basis set) results for an isolated molecule of C5H4.

XYZ file:
```
9
Properties=species:S:1:pos:R:3
C 1.15465 3.20548 0.42674
C 0.81454 2.06659 0.21063
C 0.32969 -0.43818 -0.33070
C 0.59661 0.80532 0.19461
C -0.79394 -1.35574 -0.82670
H 1.43722 4.18994 0.46569
H 0.96310 -1.14273 -0.04012
H -1.80449 -1.10856 -0.73222
H -0.50963 -2.41550 -0.85901
```

Calculated values
HOMO energy (spin up / spin down) = -0.28747 / -0.28949 Ha
net charge = 0
lowest unoccupied orbital energy (spin up / spin down) = -1.21 / -0.65 eV
frontier orbital gap (spin up / spin down) = 6.6105 / 7.2263 eV

Most stable: <two>. Least stable: <three>.

<one>
DFT (ωB97M-V with the def2-TZVPD basis set) results for a cluster of 2 separate species, C3H6O2S in total.

XYZ file:
```
12
Properties=species:S:1:pos:R:3
C 1.36060 -0.29504 -0.17728
C 0.06666 -0.88306 0.52847
C -2.27042 0.56844 -0.28803
H 2.25721 2.08865 -0.23646
H 1.83043 -1.13007 -0.87605
H 2.19861 -0.21317 0.51276
H 0.33023 -1.92677 1.07874
H -0.21222 -0.24088 1.31693
H -2.78358 0.56420 -1.18076
O 0.81064 1.06929 -0.66799
O -1.97470 1.46751 0.41136
S -1.61345 -1.06910 -0.42170
```

Calculated values
HOMO energy = -0.34630 Ha
net charge = 0
lowest unoccupied orbital energy = -2.02 eV
frontier orbital gap = 7.4064 eV

<two>
DFT (ωB97M-V with the def2-TZVPD basis set) results for a structure of composition C3H6O2S.

XYZ file:
```
12
Properties=species:S:1:pos:R:3
O 1.52303 -2.40415 -2.40773
C 0.52729 -1.93764 -1.84821
O -0.78145 -2.32103 -2.20732
C 0.63976 -0.94981 -0.71648
C -0.28187 0.01554 -0.43488
S -0.35120 2.20836 1.77911
H -0.24574 -3.01371 -1.58416
H 1.68154 -0.96828 -0.25107
H -0.63030 4.58060 3.64868
H -0.25115 0.48517 0.64650
H -1.22858 0.07233 -0.94437
H -0.60134 4.23263 4.31992
```

Calculated values
HOMO energy = -0.37014 Ha
net charge = 0
lowest unoccupied orbital energy = -3.60 eV
frontier orbital gap = 6.4700 eV

<three>
DFT (ωB97M-V with the def2-TZVPD basis set) results for a cluster of 2 separate species, C3H6O2S in total.

XYZ file:
```
12
Properties=species:S:1:pos:R:3
C -0.46696 -0.94282 0.22143
C 1.22138 1.09136 0.74628
C 0.56043 0.00093 -0.30420
O -3.18591 0.26494 -0.53072
O -0.53748 -2.00571 -0.46562
S -3.24606 -0.46620 0.72575
H 1.86654 1.82348 0.15642
H 0.34821 1.60134 1.21864
H 1.94266 0.51254 1.46527
H 0.00838 0.66051 -1.10495
H 1.33663 -0.50785 -0.91330
H 0.15220 -2.03253 -1.21499
```

Calculated values
HOMO energy (spin up / spin down) = -0.29347 / -0.29221 Ha
net charge = 0
lowest unoccupied orbital energy (spin up / spin down) = -0.63 / -0.63 eV
frontier orbital gap (spin up / spin down) = 7.3549 / 7.3226 eV

Most stable: <three>. Least stable: <two>.

<one>
DFT (ωB97M-V with the def2-TZVPD basis set) results for a cluster of 6 separate species, C10H32O6 in total.

XYZ file:
```
48
Properties=species:S:1:pos:R:3
C 1.04144 -1.25423 -1.88626
C 2.15970 -2.09862 -2.48061
O 1.52484 -3.07590 -3.31423
H 1.53953 -0.51129 -1.26333
H 0.38719 -1.83502 -1.23606
H 0.39857 -0.77103 -2.62202
H 2.70104 -2.58092 -1.66670
H 2.78383 -1.44799 -3.09320
H 2.15680 -3.51536 -3.88789
C -3.42021 0.57400 -0.53314
C -2.87078 0.53012 0.87792
O -1.65842 1.25730 0.93603
H -3.66856 1.54910 -0.95221
H -4.41389 0.12671 -0.55834
H -2.80987 -0.02586 -1.20823
H -2.70904 -0.49342 1.21604
H -3.58335 0.94983 1.58799
H -1.44770 1.38290 1.86415
C 0.18005 -0.55503 1.70789
C -0.60159 -1.39015 2.78429
O -0.79698 -0.57696 3.87285
H -0.43520 0.21431 1.24130
H 0.63961 -1.19326 0.95320
H 0.96554 -0.03551 2.25670
H -0.06330 -2.30870 3.01799
H -1.60056 -1.56556 2.38506
H -1.21327 -1.12862 4.53917
C 2.72419 -0.06720 0.13730
C 3.50669 -1.22931 0.83362
O 4.77965 -1.08986 0.30706
H 2.82426 -0.00622 -0.94639
H 3.11422 0.88701 0.49150
H 1.64183 -0.16219 0.22431
H 3.10161 -2.16487 0.44795
H 3.40013 -1.30615 1.91567
H 5.32192 -1.81777 0.61960
C 0.03679 1.06946 -0.59936
O -0.90044 0.08170 -0.94696
H 0.98320 0.97462 -1.13173
H -0.40570 2.06505 -0.63258
H 0.35816 0.89740 0.42788
H -1.64303 0.20695 -0.35159
C -2.40252 3.22400 -0.98640
O -1.62947 4.43711 -0.89610
H -3.47262 3.43079 -1.00139
H -2.21819 2.71981 -1.93503
H -2.19680 2.55324 -0.15221
H -2.10927 5.07562 -0.36350
```

Calculated values
HOMO energy = -0.34855 Ha
net charge = 0
lowest unoccupied orbital energy = 0.49 eV
frontier orbital gap = 9.9757 eV

<two>
DFT (ωB97M-V with the def2-TZVPD basis set) results for a cluster of 6 separate species, C10H32O6 in total.

XYZ file:
```
48
Properties=species:S:1:pos:R:3
C -4.69356 0.24661 -2.39148
C -3.16186 0.04994 -2.18786
O -2.95945 -0.54528 -0.94164
H -5.25306 -0.64524 -2.10921
H -4.93806 0.31643 -3.45141
H -5.18155 1.09483 -1.91140
H -2.72412 1.04788 -2.21248
H -2.80572 -0.51054 -3.05222
H -3.67990 -0.45769 -0.31324
C 2.87381 1.78093 -1.64792
C 2.50846 1.02128 -2.91238
O 1.10882 1.19376 -3.18847
H 3.95180 1.78376 -1.48657
H 2.47135 1.31824 -0.74678
H 2.51735 2.79899 -1.80473
H 2.78383 -0.01319 -2.70709
H 3.20801 1.34816 -3.68171
H 0.63544 0.97425 -2.38266
C 3.08217 -2.72627 -0.35730
C 1.82320 -2.26222 0.42096
O 0.63697 -2.31597 -0.42973
H 3.02477 -3.73049 -0.77723
H 4.04123 -2.84044 0.14795
H 3.28350 -2.06359 -1.19897
H 1.93535 -1.28279 0.88597
H 1.70111 -3.08527 1.12509
H 0.04239 -2.94909 -0.02081
C -0.72216 -1.20476 3.31823
C -1.99767 -1.20867 2.50180
O -2.34505 -2.58494 2.26874
H -0.80380 -1.76980 4.24676
H -0.30692 -0.21563 3.51134
H -0.00801 -1.70488 2.66403
H -1.89343 -0.64325 1.57577
H -2.78663 -0.57767 2.91106
H -3.23836 -2.66722 1.92695
C 1.38114 2.96098 2.81815
C 0.99052 2.11409 1.60953
O 0.34080 2.90188 0.53979
H 2.15693 2.58232 3.48363
H 0.50975 3.25310 3.40419
H 1.64452 3.93969 2.41708
H 0.24753 1.37326 1.90489
H 1.82712 1.48213 1.31149
H 0.02726 2.21977 -0.05855
O -0.31649 0.43512 -1.09088
H 0.26085 -0.30663 -0.91003
H -1.20022 0.07415 -1.02045
```

Calculated values
HOMO energy = -0.34661 Ha
net charge = 0
lowest unoccupied orbital energy = 0.33 eV
frontier orbital gap = 9.7602 eV

Most stable: <two>. Least stable: <one>.

<one>
DFT (ωB97M-V with the def2-TZVPD basis set) results for an isolated molecule of C5H10O3.

XYZ file:
```
18
Properties=species:S:1:pos:R:3
O -1.97302 1.22761 -0.19106
C -0.91594 1.32316 -0.75124
O -0.38549 2.51754 -1.09389
C -0.02940 0.22272 -1.23615
C -0.19809 -1.12494 -0.53206
C -0.12690 -1.00182 1.00463
C 1.32003 -0.88219 1.47959
O 2.11398 -1.95367 1.01747
H -0.92503 3.26899 -0.81844
H 1.00605 0.53304 -1.24400
H -0.28155 0.06173 -2.28924
H -1.16697 -1.52217 -0.81158
H 0.63824 -1.73463 -0.85020
H -0.48332 -1.94811 1.42377
H -0.77911 -0.23146 1.37013
H 1.43045 -0.82145 2.55469
H 1.79058 0.02764 1.09746
H 1.85484 -2.78560 1.40276
```

Calculated values
HOMO energy = -0.38338 Ha
net charge = 0
lowest unoccupied orbital energy = 0.77 eV
frontier orbital gap = 11.2060 eV

<two>
DFT (ωB97M-V with the def2-TZVPD basis set) results for an isolated molecule of C5H10O3.

XYZ file:
```
18
Properties=species:S:1:pos:R:3
C 1.27582 -0.11868 1.27865
C 0.43441 -0.73417 0.17318
C -0.49568 -1.78866 0.67194
O -1.23606 -2.42853 -0.04430
C -0.52575 0.32955 -0.57171
C 0.27513 1.52446 -1.08830
O -1.47650 0.70803 0.39625
O -1.14491 -0.27098 -1.64731
H 1.82132 -0.89486 1.81178
H 0.63401 0.40444 1.98329
H 1.99842 0.58497 0.87493
H 1.05614 -1.14912 -0.62552
H -0.55996 -1.87907 1.76944
H -0.36172 2.09348 -1.76253
H 1.14399 1.18599 -1.64234
H 0.58246 2.15672 -0.26191
H -1.98546 1.45864 0.06640
H -1.43566 -1.18220 -1.38195
```

Calculated values
HOMO energy = -0.36424 Ha
net charge = 0
lowest unoccupied orbital energy = 0.86 eV
frontier orbital gap = 10.7666 eV

<three>
DFT (ωB97M-V with the def2-TZVPD basis set) results for a structure of composition C5H10O3.

XYZ file:
```
18
Properties=species:S:1:pos:R:3
C 1.36906 0.87161 1.66996
C 0.98014 1.11388 0.24592
O -0.95537 0.79986 0.25502
O -1.44823 0.38585 1.54121
O 1.22499 2.00538 -0.49365
H -2.40190 0.46280 1.40295
H 2.45882 0.85436 1.72178
H 0.95334 -0.05853 2.04494
H 0.98614 1.70050 2.26667
C -0.49780 -0.25740 -2.13116
C -0.24666 -0.70884 -0.73529
C -0.45121 -1.88859 -0.15376
H 0.81212 -0.09109 -0.32604
H -0.14930 -1.01526 -2.83654
H -1.56350 -0.08147 -2.28112
H 0.02470 0.67745 -2.34168
H -0.29166 -2.04970 0.90254
H -0.80367 -2.72081 -0.75174
```

Calculated values
HOMO energy (spin up / spin down) = -0.29256 / -0.29258 Ha
net charge = 0
lowest unoccupied orbital energy (spin up / spin down) = 0.16 / 0.16 eV
frontier orbital gap (spin up / spin down) = 8.1247 / 8.1253 eV

Most stable: <one>. Least stable: <three>.

<one>
DFT (ωB97M-V with the def2-TZVPD basis set) results for an isolated molecule of C3H4O2S.

XYZ file:
```
10
Properties=species:S:1:pos:R:3
C 0.67973 0.01343 0.38107
C -0.54535 -0.20177 -0.33149
C -0.87018 0.75722 -1.22934
O -1.31410 -1.36719 -0.27318
O 2.62913 -0.01420 1.97185
S 1.37936 -0.71609 1.69509
H 1.11231 0.92848 0.06045
H -0.20243 1.70001 -1.01285
H -1.74201 0.75806 -1.77820
H -1.12646 -1.85795 0.51662
```

Calculated values
HOMO energy = -0.32207 Ha
net charge = 0
lowest unoccupied orbital energy = -0.90 eV
frontier orbital gap = 7.8642 eV

<two>
DFT (ωB97M-V with the def2-TZVPD basis set) results for an isolated molecule of C3H4O2S.

XYZ file:
```
10
Properties=species:S:1:pos:R:3
O 0.04458 -1.77702 -0.92791
C 0.03186 -0.80457 -0.25457
S 0.92310 -0.21978 1.31938
C -0.29584 1.15076 0.67552
C -0.99981 0.45758 -0.34813
O -0.47679 0.99576 -1.62518
H 0.12248 1.97957 0.06053
H -0.93251 1.88649 1.44562
H -2.07786 0.46051 -0.26663
H -0.84125 0.61735 -2.36179
```

Calculated values
HOMO energy = -0.35379 Ha
net charge = 0
lowest unoccupied orbital energy = 0.20 eV
frontier orbital gap = 9.8296 eV

<three>
DFT (ωB97M-V with the def2-TZVPD basis set) results for a cluster of 2 separate species, C3H4O2S in total.

XYZ file:
```
10
Properties=species:S:1:pos:R:3
C -1.72937 0.61449 -0.06733
C -0.67770 -0.47330 -0.02919
C 1.67089 0.66200 0.22741
O -2.13091 1.56536 -0.65433
O -1.53662 0.08415 1.10676
S -0.86523 -2.22982 -0.11488
H 2.19339 -0.20616 -0.09131
H 1.93000 1.02202 1.14065
H 1.06362 1.21762 -0.51426
H 0.08192 -2.25636 -1.00352
```

Calculated values
HOMO energy (spin up / spin down) = -0.32743 / -0.32402 Ha
net charge = 0
lowest unoccupied orbital energy (spin up / spin down) = -1.04 / -0.24 eV
frontier orbital gap (spin up / spin down) = 7.8746 / 8.5726 eV

<four>
DFT (ωB97M-V with the def2-TZVPD basis set) results for an isolated molecule of C3H4O2S.

XYZ file:
```
10
Properties=species:S:1:pos:R:3
C 0.27888 1.06610 0.36852
C 0.62149 0.86909 1.57779
C -0.07769 0.14902 -0.79041
O 0.41522 -2.48399 -1.18186
O -1.41424 -1.95102 0.43542
S -0.05154 -1.71913 -0.02775
H 0.35133 2.18253 0.08599
H 0.69613 1.48375 2.34303
H -1.20285 0.24236 -1.02828
H 0.38328 0.16130 -1.78245
```

Calculated values
HOMO energy (spin up / spin down) = -0.35700 / -0.35355 Ha
net charge = 0
lowest unoccupied orbital energy (spin up / spin down) = -2.29 / -0.99 eV
frontier orbital gap (spin up / spin down) = 7.4245 / 8.6277 eV

Most stable: <two>. Least stable: <three>.